1.
C26H31As2CoN2O5 as an isolated structure in a non-equilibrium geometry, computed with ωB97M-V/def2-TZVPD.

Calculated values
Spin multiplicity ... 2
Maximum force ... 0.0252 hartree/bohr
ΔE to the lowest compared entry with this formula, charge and spin ... 17.27 kcal/mol
Charge ... -1
Molecular weight ... 660.3 g/mol
Frontier orbital gap (spin up / spin down) ... 7.1 / 7.5 eV
LUMO level (spin up / spin down) ... 2.580 / 2.581 eV
Highest occupied orbital energy (spin up / spin down) ... -4.51 / -4.93 eV

Positions of all 67 atoms, in Å:
Co  0.634  0.030  -0.054
O  -0.287  5.414  2.550
C  -0.142  4.142  2.070
C  0.883  3.307  2.514
C  0.963  2.027  2.002
N  0.100  1.585  1.084
C  -0.885  2.376  0.646
C  -1.048  3.662  1.124
C  -1.765  1.678  -0.379
O  -2.820  2.187  -0.738
O  -1.296  0.560  -0.772
C  1.968  0.949  2.412
O  2.733  1.156  3.349
O  1.864  -0.111  1.725
H  0.421  5.579  3.185
H  1.592  3.638  3.261
H  -1.847  4.286  0.763
C  0.666  -2.424  -2.067
N  1.339  -1.890  -0.891
C  1.289  -2.878  0.177
C  2.720  -1.542  -1.246
C  2.732  -0.216  -1.961
C  3.583  0.042  -3.023
C  3.616  1.305  -3.591
C  2.774  2.290  -3.110
C  1.878  2.006  -2.088
C  1.845  0.758  -1.478
H  1.130  -3.369  -2.388
H  0.720  -1.705  -2.881
H  -0.381  -2.607  -1.817
H  1.819  -3.800  -0.109
H  0.239  -3.109  0.377
H  1.737  -2.460  1.078
H  3.184  -2.342  -1.846
H  3.292  -1.430  -0.321
H  4.221  -0.740  -3.419
H  4.290  1.520  -4.411
H  2.793  3.282  -3.542
H  1.192  2.779  -1.766
C  -3.229  -1.371  -2.258
As  -2.543  -1.769  -0.454
C  -3.611  -3.455  -0.210
C  -3.699  -0.709  0.685
C  -4.968  -0.300  0.302
C  -5.806  0.348  1.190
C  -5.379  0.579  2.485
C  -4.103  0.204  2.864
C  -3.247  -0.430  1.975
As  -1.446  -1.012  2.512
C  -2.164  -2.491  3.665
C  -1.137  0.250  4.015
H  -3.100  -0.307  -2.433
H  -4.271  -1.657  -2.406
H  -2.615  -1.909  -2.983
H  -4.673  -3.312  -0.403
H  -3.503  -3.792  0.820
H  -3.237  -4.243  -0.868
H  -5.313  -0.476  -0.709
H  -6.796  0.661  0.884
H  -6.039  1.049  3.203
H  -3.776  0.399  3.880
H  -3.126  -2.217  4.099
H  -1.462  -2.714  4.470
H  -2.301  -3.389  3.061
H  -1.684  -0.033  4.916
H  -1.422  1.256  3.704
H  -0.072  0.265  4.252

***

2.
C30H43BF4N5O7S3SiTl as an isolated structure in a non-equilibrium geometry, computed with ωB97M-V/def2-TZVPD.

Calculated values
Maximum force ... 0.0239 hartree/bohr
ΔE to the lowest compared entry with this formula, charge and spin ... 0.00 kcal/mol
Charge ... -2
Molecular weight ... 1001.2 g/mol
Frontier orbital gap ... 6.7 eV
LUMO level ... 4.154 eV
Highest occupied orbital energy ... -2.58 eV

Positions of all 95 atoms, in Å:
Tl  0.120  -0.080  0.048
N  1.513  4.070  -0.994
C  0.869  2.892  -0.693
S  1.913  1.694  -0.005
N  -0.390  2.848  -0.978
N  -1.093  1.715  -0.735
C  -2.367  1.805  -0.930
C  -3.360  0.838  -0.600
C  -4.695  1.270  -0.635
C  -5.736  0.477  -0.220
C  -5.462  -0.809  0.249
C  -4.180  -1.282  0.260
C  -3.068  -0.503  -0.178
O  -1.918  -1.044  -0.208
H  2.357  4.225  -0.469
H  0.907  4.861  -1.145
H  -2.730  2.760  -1.331
H  -4.895  2.282  -0.971
H  -6.753  0.849  -0.235
H  -6.275  -1.432  0.605
H  -3.959  -2.280  0.612
O  1.116  -4.326  -3.591
C  0.890  -3.317  -4.442
C  0.914  -3.595  -5.810
C  0.683  -2.604  -6.743
C  0.426  -1.304  -6.331
C  0.405  -1.015  -4.981
C  0.630  -2.000  -4.024
C  0.564  -1.608  -2.593
O  0.398  -0.397  -2.301
N  0.674  -2.613  -1.736
N  0.533  -2.286  -0.440
C  0.591  -3.177  0.469
S  0.225  -2.774  2.108
C  0.462  -4.493  2.745
C  1.475  -5.188  1.867
S  0.990  -4.867  0.138
H  1.043  -3.944  -2.670
H  1.111  -4.613  -6.114
H  0.695  -2.848  -7.798
H  0.236  -0.528  -7.060
H  0.209  -0.013  -4.625
H  -0.506  -4.998  2.723
H  0.816  -4.403  3.769
H  1.488  -6.268  2.015
H  2.472  -4.777  2.021
C  -2.538  -1.607  3.819
C  -3.073  -0.328  4.456
C  -4.578  -0.190  4.182
C  -2.802  -0.348  5.968
O  -2.459  0.807  3.910
Si  -0.901  0.982  3.386
O  -0.536  0.171  2.097
O  -0.011  0.522  4.695
C  1.327  0.835  5.008
C  1.286  1.996  6.017
C  1.950  -0.419  5.637
C  2.134  1.251  3.783
O  -0.734  2.621  3.253
C  -1.667  3.657  3.134
C  -0.876  4.883  2.654
C  -2.301  3.936  4.506
C  -2.770  3.313  2.132
H  -3.099  -2.480  4.148
H  -1.492  -1.717  4.081
H  -2.596  -1.516  2.739
H  -5.131  -1.006  4.643
H  -4.752  -0.200  3.109
H  -4.940  0.755  4.583
H  -3.181  -1.264  6.417
H  -3.272  0.509  6.450
H  -1.728  -0.277  6.109
H  0.729  1.695  6.903
H  0.771  2.831  5.551
H  2.288  2.306  6.307
H  1.303  -0.805  6.425
H  2.929  -0.194  6.054
H  2.062  -1.179  4.869
H  1.673  2.117  3.320
H  2.146  0.447  3.054
H  3.159  1.484  4.063
H  -0.115  5.138  3.388
H  -1.529  5.740  2.503
H  -0.382  4.635  1.718
H  -1.529  4.182  5.232
H  -2.809  3.033  4.827
H  -3.011  4.760  4.446
H  -2.332  3.104  1.163
H  -3.482  4.133  2.040
H  -3.283  2.418  2.468
F  4.685  -0.913  2.126
B  3.789  -1.855  1.660
F  3.331  -2.629  2.727
F  4.435  -2.702  0.767
F  2.710  -1.237  1.027

***

3.
C26H24Cl2F6GeMoNO9S2 as an isolated structure in a non-equilibrium geometry, computed with ωB97M-V/def2-TZVPD.

Calculated values
Spin multiplicity ... 3
Maximum force ... 0.0837 hartree/bohr
ΔE to the lowest compared entry with this formula, charge and spin ... 46.55 kcal/mol
Charge ... -1
Molecular weight ... 912.1 g/mol
Frontier orbital gap (spin up / spin down) ... 7.6 / 7.2 eV
LUMO level (spin up / spin down) ... 2.366 / 1.506 eV
Highest occupied orbital energy (spin up / spin down) ... -5.23 / -5.74 eV

Positions of all 72 atoms, in Å:
Mo  -0.376  -0.065  0.100
C  3.899  1.320  1.779
C  3.240  1.015  0.440
C  4.213  1.219  -0.710
O  2.807  -0.336  0.372
C  2.071  2.001  0.251
O  2.240  3.191  0.194
O  0.895  1.432  0.031
H  4.811  0.727  1.872
H  3.231  1.082  2.609
H  4.145  2.379  1.838
H  5.110  0.623  -0.529
H  4.480  2.271  -0.799
H  3.759  0.892  -1.647
H  2.639  -0.665  1.262
F  -0.328  0.160  5.544
C  -1.183  0.464  4.563
F  -2.002  1.423  4.989
F  -1.894  -0.607  4.254
S  -0.232  1.060  3.122
O  0.631  -0.043  2.753
O  0.336  2.308  3.531
N  -1.316  1.130  1.955
S  -2.389  2.263  1.504
O  -2.402  2.223  0.067
O  -3.604  2.142  2.253
C  -1.756  3.935  1.951
F  -1.740  4.103  3.267
F  -0.560  4.159  1.443
F  -2.625  4.807  1.428
C  -0.492  -0.564  -1.652
Ge  -1.799  -1.351  -2.840
C  -3.526  -0.571  -2.544
C  -4.151  0.228  -3.502
C  -5.374  0.833  -3.236
C  -5.979  0.659  -1.999
C  -5.360  -0.120  -1.029
C  -4.144  -0.736  -1.298
C  -1.756  -3.220  -2.296
C  -0.555  -3.920  -2.457
C  -0.433  -5.238  -2.038
C  -1.507  -5.873  -1.422
C  -2.701  -5.191  -1.249
C  -2.825  -3.875  -1.692
C  -1.235  -1.280  -4.684
C  -2.118  -1.455  -5.753
C  -1.658  -1.473  -7.065
C  -0.303  -1.328  -7.328
C  0.589  -1.160  -6.278
C  0.125  -1.131  -4.968
H  -3.675  0.408  -4.458
H  -5.846  1.450  -3.990
H  -6.926  1.140  -1.786
H  -5.809  -0.234  -0.050
H  -3.682  -1.340  -0.521
H  0.298  -3.434  -2.920
H  0.499  -5.770  -2.191
H  -1.409  -6.895  -1.076
H  -3.539  -5.676  -0.765
H  -3.769  -3.362  -1.553
H  -3.176  -1.597  -5.568
H  -2.359  -1.602  -7.881
H  0.057  -1.346  -8.350
H  1.647  -1.046  -6.479
H  0.827  -0.971  -4.157
O  -1.442  -1.356  0.721
O  -2.167  -2.238  1.293
Cl  3.453  -4.867  1.463
C  1.917  -4.464  0.629
Cl  1.102  -3.091  1.303
H  1.256  -5.318  0.711
H  2.150  -4.246  -0.406

***

4.
C17H26BrN4O5SSi2SnTe4 as an isolated structure in a non-equilibrium geometry, computed with ωB97M-V/def2-TZVPD.

Calculated values
Maximum force ... 0.0303 hartree/bohr
ΔE to the lowest compared entry with this formula, charge and spin ... 43.70 kcal/mol
Charge ... -1
Molecular weight ... 1163.7 g/mol
Frontier orbital gap ... 5.4 eV
LUMO level ... 1.371 eV
Highest occupied orbital energy ... -4.05 eV

Positions of all 61 atoms, in Å:
Sn  -2.424  -1.210  0.165
C  1.690  -5.037  1.318
Si  2.256  -3.524  0.395
C  3.260  -4.008  -1.103
C  3.137  -2.320  1.524
N  1.621  -1.100  -0.991
C  1.697  0.231  -1.488
C  3.044  0.486  -1.813
C  3.527  1.727  -2.145
C  2.640  2.796  -2.102
C  1.311  2.590  -1.823
C  0.726  1.309  -1.595
N  -0.659  1.226  -1.514
Si  -1.650  2.675  -1.847
C  -1.185  3.237  -3.611
C  -1.283  4.012  -0.578
C  -3.496  2.394  -2.008
H  2.534  -5.507  1.835
H  1.263  -5.769  0.625
H  0.929  -4.792  2.063
H  4.123  -4.624  -0.821
H  3.624  -3.134  -1.647
H  2.632  -4.591  -1.782
H  4.120  -2.700  1.825
H  2.547  -2.153  2.431
H  3.286  -1.356  1.037
H  3.713  -0.365  -1.756
H  4.569  1.874  -2.403
H  2.988  3.805  -2.299
H  0.664  3.453  -1.794
H  -0.214  2.848  -3.929
H  -1.140  4.332  -3.674
H  -1.930  2.899  -4.337
H  -0.455  3.730  0.077
H  -2.160  4.149  0.059
H  -1.047  4.975  -1.048
H  -3.772  1.719  -2.812
H  -3.939  3.378  -2.222
H  -3.970  2.052  -1.093
Te  -3.303  -3.419  1.348
Te  -3.022  -4.989  -0.846
Te  -2.192  -3.408  -2.839
Te  -1.590  -0.601  -2.353
O  -3.150  0.856  2.929
S  -3.222  1.448  1.364
O  -0.556  1.860  2.471
O  -3.884  0.148  0.740
O  -4.247  2.472  1.449
O  0.773  -2.872  -0.124
N  0.591  -1.591  -0.585
Br  -2.241  -1.309  5.727
C  -1.493  -0.320  4.307
C  -0.327  0.309  4.432
C  0.261  0.978  3.255
C  -0.317  0.558  1.936
N  -1.325  -0.461  1.903
C  -2.280  -0.316  3.006
H  0.253  0.262  5.346
H  1.294  1.306  3.315
H  0.350  0.566  1.094
H  -2.948  -1.185  3.003

***

- The highest ΔE to the lowest compared entry with this formula, charge and spin belongs to which entry?
  C26H24Cl2F6GeMoNO9S2